# 1
Molecular formula: C8H14ClN2O2
Method: DFT, ωB97M-V with the def2-TZVPD basis set

Structure (XYZ):
```
27
Properties=species:S:1:pos:R:3:forces:R:3:nbo_charge:R:1
C 1.524501 1.411530 4.661693 -0.26 -0.29 1.32 -0.62
C 0.119442 0.820650 4.402715 1.89 0.05 -0.20 -0.21
N 0.041349 0.295085 3.038875 -2.68 1.88 -1.12 -0.32
C 0.282718 -0.963511 2.527592 -0.75 0.74 -1.86 -0.05
C -0.094648 -0.913498 1.183910 0.71 0.83 1.61 -0.04
N -0.528314 0.400514 0.937383 0.11 -2.55 -0.08 -0.26
C -0.564279 1.080628 2.041926 1.83 -1.19 1.96 0.23
C -0.903815 0.830777 -0.371336 -0.24 0.77 -1.83 -0.44
H 1.861774 2.231541 4.027709 -0.52 0.00 -0.09 0.22
H 2.360545 0.716792 4.742066 -0.30 -0.45 -0.40 0.22
H 1.394688 1.747846 5.690355 0.43 0.61 0.09 0.21
H -0.574782 1.640992 4.584928 -0.32 -0.27 -0.53 0.22
H -0.092879 0.046313 5.139879 -0.01 -0.12 -0.23 0.22
H 0.664470 -1.787842 3.111665 0.00 0.23 -0.05 0.25
H -0.061913 -1.639653 0.385144 -0.06 -0.22 -0.46 0.32
H -0.957705 2.082486 2.130781 0.27 -0.09 0.24 0.23
H -0.112327 0.656886 -1.100302 0.23 -0.34 0.28 0.28
H -1.060971 1.909255 -0.388289 -0.32 -0.08 0.26 0.20
H -1.742738 0.271016 -0.784827 -0.10 -0.02 0.31 0.28
C 0.064031 -1.127176 -5.591999 -0.94 0.25 -0.97 -0.75
C -0.268897 -1.274789 -7.121094 -0.09 -0.34 0.32 0.76
O -1.360544 -0.812996 -7.487692 -1.09 0.77 -0.02 -0.81
O 0.513768 -1.910310 -7.857815 0.97 -0.18 0.26 -0.81
H 1.117766 -0.878018 -5.466820 -0.02 -0.52 0.44 0.18
H -0.356479 -1.996346 -5.086210 0.99 -0.49 0.05 0.24
H -0.586233 -0.382296 -5.133327 0.23 0.62 -0.27 0.19
Cl -0.678530 -2.455876 -2.216909 0.03 0.38 0.98 -0.96
```
Positions in Å, forces in eV/Å.

Output
total charge: -1
total energy: -1033.3824 Ha
molecular weight: 205.665 g/mol
HOMO-LUMO gap: 3.47 eV
HOMO level: -2.55 eV
ΔE to the lowest compared entry with this formula, charge and spin: 62.2 kcal per mole

# 2
Molecular formula: C8H14F2InO2S
Method: DFT, ωB97M-V with the def2-TZVPD basis set

Structure (XYZ):
```
28
Properties=species:S:1:pos:R:3:forces:R:3:mulliken_charge:R:1
C 2.504902 -0.017650 -2.196560 -8.32 3.07 0.38 -0.25
C 1.120723 0.313313 -2.081435 10.48 -1.82 -0.86 -0.47
In -0.899125 1.423359 -1.941683 -0.36 0.01 -0.36 1.32
F -0.984756 2.753766 -0.310748 0.28 -0.98 -1.33 -0.69
F -1.371074 2.387958 -3.754513 0.52 -0.63 1.47 -0.69
S -2.719433 -0.298193 -1.553477 -0.57 0.51 -1.34 -0.57
H 3.682282 -0.021345 -2.391846 -3.34 -0.20 0.66 0.29
H -3.587310 -0.223571 -2.690197 1.42 0.17 1.45 0.11
C 3.341125 2.729869 0.628501 -0.07 -0.47 -0.26 -0.85
C 4.804846 2.493669 0.368315 0.16 -1.40 -0.86 0.80
O 5.191248 1.507462 -0.256915 -0.28 1.29 0.81 -0.55
C 5.777531 3.510572 0.902821 0.52 -0.17 -0.16 -1.07
H 2.757847 1.915983 0.185064 0.12 0.19 0.03 0.15
H 3.153455 2.748527 1.704954 -0.02 0.24 -0.05 0.30
H 3.030044 3.672629 0.171401 -0.03 0.02 0.22 0.30
H 5.698417 3.564020 1.991575 -0.10 0.19 -0.08 0.30
H 5.574955 4.488072 0.457952 -0.08 0.01 0.22 0.30
H 6.797428 3.210380 0.639894 -0.22 0.05 0.04 0.29
C -5.465469 -4.277890 1.301525 -0.50 0.04 -0.16 -1.11
C -4.634914 -3.234220 0.603742 -0.53 1.31 -1.31 0.82
O -5.132692 -2.466944 -0.218650 0.51 -1.24 1.22 -0.53
C -3.171794 -3.165724 0.950860 0.13 0.40 -0.30 -0.71
H -6.501227 -4.210353 0.952379 0.22 0.01 0.06 0.29
H -5.082112 -5.274448 1.068650 0.06 0.03 0.22 0.30
H -5.448105 -4.105877 2.380700 0.13 -0.19 -0.03 0.30
H -2.686201 -4.112793 0.702342 -0.01 -0.02 0.22 0.29
H -3.052289 -2.944192 2.014389 0.05 -0.22 0.01 0.30
H -2.698301 -2.366377 0.370959 -0.16 -0.18 0.09 0.01
```
Positions in Å, forces in eV/Å.

Output
total charge: -1
total energy: -1251.7457 Ha
molecular weight: 327.079 g/mol
HOMO-LUMO gap: 8.26 eV
HOMO level: -5.47 eV

# 3
Molecular formula: C8H14F6O3P
Method: DFT, ωB97M-V with the def2-TZVPD basis set

Structure (XYZ):
```
32
Properties=species:S:1:pos:R:3:forces:R:3:nbo_charge:R:1
C 3.982552 1.524445 1.515335 -0.51 0.76 -0.26 -0.66
C 3.386709 0.068199 1.049828 0.13 0.34 -0.48 -0.07
O 2.032965 -0.113627 1.620301 1.29 -1.33 -0.36 -0.58
C 1.402568 -1.342924 1.092940 0.33 -0.14 -1.20 -0.08
C 0.419619 -0.903142 -0.143229 -0.22 -0.99 -0.08 -0.45
C -1.032591 -0.384805 0.411520 -0.12 -0.17 0.64 -0.31
C -1.241724 -0.112889 2.027974 -0.01 2.79 -1.54 -0.45
C -2.826531 0.394495 1.915869 0.79 -2.30 -0.43 -0.08
O -2.959539 1.063106 0.578984 3.03 0.92 0.33 -0.56
C -1.620060 1.080977 -0.098377 2.02 1.78 -2.28 0.83
O -1.049559 2.026324 -0.849085 -4.50 -6.28 5.35 -0.54
H 3.767568 2.290364 0.628408 0.65 -1.54 2.06 0.22
H 5.138649 1.509083 1.778388 -2.43 -0.17 -0.83 0.21
H 3.446148 1.964908 2.486235 0.96 -1.28 -2.19 0.23
H 3.252890 -0.033041 -0.131653 0.58 0.51 2.43 0.19
H 4.162454 -0.747642 1.370159 -1.69 1.13 -0.31 0.16
H 2.274025 -2.034462 0.703295 -1.78 1.17 0.60 0.18
H 0.833876 -1.975317 1.925334 1.20 1.74 -1.61 0.19
H 0.941163 -0.146448 -0.889072 -1.15 -1.39 1.82 0.26
H 0.209042 -1.880955 -0.792757 0.36 2.18 1.37 0.24
H -1.813224 -1.234651 0.212970 1.31 1.91 -0.28 0.24
H -0.979603 -0.957487 2.794600 -0.75 1.74 -1.62 0.23
H -0.623838 0.897689 2.163791 -0.92 -2.39 0.49 0.22
H -3.247909 1.070633 2.793828 0.96 -1.40 -2.10 0.20
H -3.369456 -0.661637 1.804982 0.46 2.51 0.47 0.18
F -0.571995 0.233797 -3.650164 5.66 -1.74 0.70 -0.61
P -2.069601 -0.194405 -3.710086 -0.12 0.58 -0.50 2.67
F -2.938196 -0.429616 -4.982738 -4.02 2.09 -3.77 -0.61
F -1.883167 -0.825776 -2.297352 3.66 -2.82 4.12 -0.62
F -2.037147 1.318219 -4.084930 -3.04 4.77 -1.15 -0.61
F -3.390724 0.087905 -2.932643 -5.46 1.94 -0.08 -0.61
F -1.595364 -1.551319 -4.312657 3.36 -4.93 0.67 -0.61
```
Positions in Å, forces in eV/Å.

Output
total charge: -1
total energy: -1479.4533 Ha
molecular weight: 303.159 g/mol
HOMO-LUMO gap: 9.54 eV
HOMO level: -6.71 eV

# 4
Molecular formula: C8H14FN2
Method: DFT, ωB97M-V with the def2-TZVPD basis set

Structure (XYZ):
```
25
Properties=species:S:1:pos:R:3:forces:R:3:nbo_charge:R:1
C -1.401645 2.650044 0.385234 -0.35 0.54 0.04 -0.43
C -3.664625 -0.476461 -0.659875 -0.45 -0.34 -0.05 -0.60
C -0.751066 1.565481 0.094008 -1.30 -1.70 -0.01 0.28
C -2.604405 -0.334845 0.087508 2.62 1.46 0.23 0.27
C 0.901747 0.436286 -1.222924 0.02 -0.28 -0.33 -0.23
C 1.209468 0.657670 1.156160 0.09 -0.27 0.32 -0.23
C 0.641145 -1.065173 -1.072421 -0.45 0.53 -0.73 -0.26
C 0.988224 -0.844670 1.354418 -0.19 0.56 0.77 -0.26
N 0.516493 1.131271 -0.019758 -0.46 0.38 0.09 -0.45
N 1.393345 -1.558843 0.112426 0.29 -0.38 -0.01 -0.49
F -2.135090 -1.296375 0.948483 -0.44 0.04 -0.25 -0.40
H -0.912486 3.610008 0.514236 0.29 -0.03 -0.09 0.23
H -2.472897 2.654988 0.478364 -0.13 -0.14 0.06 0.26
H -4.311719 -1.346301 -0.597889 0.05 -0.05 0.11 0.23
H -3.947152 0.295417 -1.351002 0.03 0.24 -0.09 0.23
H 1.964592 0.627549 -1.410668 -0.05 0.00 -0.05 0.21
H 0.326526 0.827455 -2.062057 0.08 -0.11 0.03 0.26
H 0.846643 1.196021 2.031361 0.09 -0.08 -0.05 0.26
H 2.276645 0.870729 1.030768 -0.01 0.03 0.06 0.21
H -0.427046 -1.227549 -0.904579 0.15 -0.10 0.11 0.27
H 0.956544 -1.607336 -1.964276 0.07 -0.07 0.16 0.24
H 1.574837 -1.219419 2.195529 0.03 -0.04 -0.17 0.24
H -0.069081 -1.044982 1.541341 0.11 -0.09 -0.18 0.27
H 1.242206 -2.566051 0.229003 0.13 0.15 -0.04 0.45
H 2.397657 -1.398259 -0.048703 -0.21 -0.25 0.07 0.43
```
Positions in Å, forces in eV/Å.

Output
total charge: +1
total energy: -522.1723 Ha
molecular weight: 157.212 g/mol
HOMO-LUMO gap (alpha / beta): 8.25 / 7.64 eV
HOMO level (alpha / beta): -11.66 / -11.07 eV
ΔE to the lowest compared entry with this formula, charge and spin: 98.7 kcal per mole